[1]
Molecular formula: C16H44N2O9
Method: DFT, ωB97M-V/def2-TZVPD

## Properties
HOMO in hartree: -0.32371
SMILES: COC[C@H](C)N.COCCNCCOC.OCCO.OCCO.OCCO
Orbital gap in eV: 9.23
Energy above the lowest of the compared OMol25 structures with the same formula, charge and spin in eV: 0.000

The geometry in ORCA input format:
```
! wB97M-V def2-TZVPD RIJCOSX def2/J DEFGRID3
* xyz 0 1
C 2.50255 -3.79508 -1.84726
C 2.41118 -3.28852 -0.40196
C 1.76865 -4.32469 0.50367
O 0.47969 -4.60256 0.02082
C -0.24482 -5.43433 0.89848
N 3.76206 -2.96724 0.06995
H 2.96443 -4.78752 -1.81720
H 3.18352 -3.16959 -2.42161
H 1.50082 -3.90729 -2.25403
H 1.76694 -2.39749 -0.35187
H 1.69553 -3.91265 1.52566
H 2.39316 -5.22757 0.57493
H 0.10946 -6.46781 0.85750
H -1.29640 -5.41231 0.61308
H -0.17962 -5.02213 1.91328
H 3.80130 -2.74590 1.05853
H 4.05470 -2.12018 -0.40678
C 0.93426 3.50415 2.66023
C 1.68042 3.21112 1.41712
O 1.94302 1.81347 1.26037
O 1.62846 2.95325 3.78001
H -0.06709 3.03663 2.66789
H 0.62059 4.54635 2.79380
H 2.66612 3.70212 1.44000
H 1.22246 3.60739 0.51355
H 2.43939 1.55462 2.04589
H 1.34600 3.42280 4.56838
C 3.00660 1.72313 -2.43531
C 3.84650 1.33261 -1.24459
O 3.49554 0.06200 -0.73396
O 3.41147 1.05824 -3.63035
H 3.04760 2.80266 -2.61259
H 1.94157 1.49308 -2.28863
H 3.78593 2.16916 -0.53216
H 4.89881 1.31891 -1.53487
H 2.53287 0.04771 -0.65322
H 2.78929 0.36384 -3.85503
C -1.25517 -1.73379 0.77941
C 0.02992 -1.12397 1.25001
O 0.55200 -0.34189 0.20125
O -2.19904 -0.73096 0.44685
H -1.65601 -2.59041 1.31671
H -0.96412 -2.24047 -0.16783
H 0.76967 -1.87312 1.56451
H -0.14501 -0.49650 2.13710
H 0.90559 0.49372 0.53308
H -1.81803 -0.27521 -0.32243
C -5.59948 0.39389 0.71684
O -5.10578 1.70262 0.61907
C -4.20985 2.04357 1.68426
C -3.22635 3.07811 1.20049
N -2.21166 2.56289 0.27279
C -2.64681 2.61294 -1.13524
C -1.62106 1.94527 -2.02587
O -1.71060 0.55358 -1.90533
C -0.80995 -0.13037 -2.73157
H -6.28416 0.26409 1.57491
H -4.80613 -0.35114 0.83917
H -6.20672 0.18986 -0.16371
H -3.69766 1.11648 1.96773
H -4.81435 2.41074 2.52279
H -2.67243 3.37200 2.10348
H -3.72007 3.95675 0.78823
H -2.11305 1.56810 0.46387
H -2.73914 3.64473 -1.48856
H -3.63431 2.15479 -1.24683
H -0.61964 2.37720 -1.92195
H -1.92321 2.22946 -3.05288
H 0.24234 0.08585 -2.50796
H -0.93268 0.18969 -3.78019
H -1.00003 -1.19890 -2.69391
*
```

---

[2]
Molecular formula: C16H45BF4NO7
Method: DFT, ωB97M-V/def2-TZVPD

## Properties
HOMO in hartree: -0.26397
Orbital gap in eV: 10.02
Energy above the lowest of the compared OMol25 structures with the same formula, charge and spin in eV: 1.858

The geometry in ORCA input format:
```
! wB97M-V def2-TZVPD RIJCOSX def2/J DEFGRID3
* xyz -1 1
B -0.79803 -0.46818 -0.04864
F 0.59142 -0.47606 -0.26705
F -1.21139 -1.42962 0.79680
F -1.20487 0.79438 0.31517
F -1.42626 -0.77076 -1.24905
C -0.63593 2.39926 -2.97595
C 0.84584 2.83342 -2.93639
N 1.96359 3.16939 -2.89643
H -1.03292 2.54262 -3.93314
H -0.87767 1.41720 -2.69138
H -0.98261 3.31237 -2.35746
C 4.84418 0.17302 1.79495
C 3.66487 -0.26089 0.84486
O 2.64554 -0.91825 1.63650
H 4.58139 0.86670 2.66967
H 5.70388 0.63977 1.06606
H 5.10795 -0.79609 2.15872
H 4.20918 -1.09920 0.28793
H 3.27531 0.44691 0.19738
H 1.75388 -0.83367 1.32070
C 1.20987 2.36176 4.18403
C 0.65679 1.32247 3.30488
O -0.69254 1.73568 2.88358
H 1.16139 3.32028 3.73031
H 2.38508 2.26598 4.45867
H 0.62010 2.51484 5.13517
H 0.55187 0.20095 3.65326
H 1.33044 1.18213 2.37460
H -0.81448 1.24874 2.14723
C -2.56870 -3.54339 -3.90526
C -1.70569 -2.38781 -4.25174
O -0.37231 -2.93679 -4.16345
H -3.58919 -3.25101 -4.25044
H -2.75897 -3.76294 -2.96600
H -2.52194 -4.45976 -4.62530
H -1.78056 -1.64354 -3.53730
H -1.88139 -2.22370 -5.38575
H 0.32180 -2.24655 -4.17627
C -0.66387 -4.79360 3.99829
C -0.38479 -3.69702 2.97068
O -1.09114 -2.44287 3.19706
H -0.28083 -5.84676 3.76727
H -1.67667 -4.96469 4.28427
H -0.00495 -4.61011 4.85641
H -0.27457 -3.95997 1.93793
H 0.70310 -3.49786 3.03533
H -1.24336 -2.04736 2.48983
C 3.39578 0.04522 -2.85377
C 2.47340 -1.09325 -2.91064
O 1.27196 -0.66368 -3.06676
H 3.50638 0.64387 -3.71316
H 4.31421 -0.18540 -2.45213
H 3.14106 0.73989 -1.97378
H 2.79705 -1.76170 -1.92816
H 2.90097 -1.57589 -3.84423
H 0.97204 -0.58341 -2.26440
C 0.75366 5.29433 -0.16407
C 0.51702 3.96154 0.55419
O -0.65383 4.15383 1.38542
H 0.85568 6.23023 0.70354
H -0.09364 5.59289 -0.65027
H 1.53427 5.11031 -0.89052
H 1.38378 3.66381 1.12157
H 0.32140 3.29075 -0.16792
H -0.61938 3.45301 1.91917
C -5.94994 0.03315 0.56734
C -4.32716 -0.13657 0.31877
O -4.19185 -1.25015 -0.42821
H -6.51788 0.29788 -0.49910
H -6.01081 0.95067 1.31845
H -6.39252 -0.81863 0.85656
H -3.75467 -0.31638 1.17495
H -4.02661 0.63304 -0.22235
H -3.25219 -1.08878 -0.77102
*
```

---

[3]
Molecular formula: C16H45ClInNO4P
Method: DFT, ωB97M-V/def2-TZVPD

## Properties
HOMO in hartree: -0.14304
Orbital gap in eV: 6.40

The geometry in ORCA input format:
```
! wB97M-V def2-TZVPD RIJCOSX def2/J DEFGRID3
* xyz -1 1
N 2.83330 -0.38364 -1.46701
P 4.11274 -1.38622 -1.31056
In 4.93530 -1.37207 1.13131
Cl 3.04510 -0.40844 2.39733
H 3.06904 0.34366 -2.13371
H 5.22096 -0.94836 -2.11361
H 3.72503 -2.71300 -1.72792
H 5.26880 -3.07753 1.58034
H 6.39368 -0.32416 1.21064
C 1.23872 5.45474 -1.33296
C 1.06800 3.96622 -1.59018
O 2.27504 3.23893 -1.55835
C 2.99115 3.28007 -0.33223
C 2.21596 2.74841 0.85923
H 1.92884 5.88986 -2.05851
H 0.27697 5.96540 -1.41385
H 1.63786 5.65295 -0.33759
H 0.66145 3.82074 -2.59236
H 0.34332 3.53199 -0.89306
H 3.34999 4.29991 -0.14145
H 3.87549 2.66190 -0.48614
H 1.31850 3.33975 1.06152
H 2.83902 2.76873 1.75362
H 1.90436 1.71909 0.68011
C -1.35632 -5.10763 -2.00392
C -0.12180 -4.93705 -1.13321
O 0.97593 -4.36428 -1.80835
C 0.75415 -3.06643 -2.34899
C 0.36717 -2.02383 -1.32252
H -1.12416 -5.72082 -2.87765
H -2.15410 -5.59286 -1.43713
H -1.73732 -4.14956 -2.36215
H 0.21756 -5.91719 -0.79300
H -0.35926 -4.35889 -0.23398
H 0.00711 -3.11671 -3.15149
H 1.69325 -2.77109 -2.81621
H -0.58101 -2.27108 -0.83056
H 0.25568 -1.05453 -1.79972
H 1.12674 -1.93953 -0.55149
C -4.91699 -1.32227 -1.60528
C -3.50293 -0.91576 -1.98543
O -2.91490 -1.75609 -2.96224
C -3.58014 -1.82669 -4.20712
C -3.69568 -0.48916 -4.91770
H -4.93151 -2.35027 -1.23912
H -5.29976 -0.66607 -0.82244
H -5.60260 -1.26423 -2.45268
H -2.86179 -0.98516 -1.10706
H -3.47029 0.12896 -2.31224
H -4.56547 -2.29198 -4.08712
H -2.98750 -2.50759 -4.81915
H -4.28717 0.22843 -4.34737
H -4.17465 -0.61913 -5.88962
H -2.70716 -0.05419 -5.07125
C -1.98971 1.64228 6.43934
C -1.45944 2.04793 5.07411
O -0.28726 2.83443 5.12718
C 0.83602 2.22919 5.74992
C 1.29080 0.94042 5.08762
H -2.18813 2.52583 7.04922
H -2.91620 1.07581 6.33116
H -1.28012 1.01792 6.98348
H -2.20543 2.66302 4.56897
H -1.29956 1.16879 4.44170
H 0.63640 2.07255 6.81738
H 1.63749 2.96632 5.69023
H 0.52248 0.16640 5.12944
H 2.18082 0.55335 5.58373
H 1.52814 1.10948 4.03809
*
```

---

[4]
Molecular formula: C16H45N3O5
Method: DFT, ωB97M-V/def2-TZVPD

## Properties
HOMO in hartree: -0.32323
SMILES: COC[C@H](C)N.COC[C@H](C)N.COC[C@H](C)N.CCO.CCO
Orbital gap in eV: 9.47
Energy above the lowest of the compared OMol25 structures with the same formula, charge and spin in eV: 1.141

The geometry in ORCA input format:
```
! wB97M-V def2-TZVPD RIJCOSX def2/J DEFGRID3
* xyz 0 1
C -2.64481 -1.19372 -2.29952
C -3.26173 0.10408 -1.80535
O -2.19327 1.03895 -1.50658
H -2.24691 -1.79761 -1.48229
H -2.00869 -1.14749 -3.18206
H -3.45591 -1.83308 -2.68510
H -3.80624 -0.04612 -0.86673
H -3.85384 0.59827 -2.57666
H -1.49975 0.46086 -1.16283
C 4.18900 -4.54783 0.57198
C 5.25728 -4.50104 -0.49019
O 6.38082 -3.75820 -0.06686
H 3.83068 -3.52004 0.71188
H 4.54259 -4.84803 1.55591
H 3.29969 -5.05117 0.18768
H 4.81931 -4.10787 -1.41952
H 5.49480 -5.50457 -0.87093
H 7.13295 -4.34995 0.00058
C 1.68647 -1.27554 1.96828
C 0.62512 -0.18004 2.00756
C 1.16539 1.12687 2.61886
O 1.43275 1.05657 4.01783
C 0.50458 0.40611 4.84356
N 0.36087 0.06099 0.58494
H 1.19390 -2.15848 1.56521
H 2.06937 -1.48584 2.97234
H 2.56368 -0.96119 1.40290
H -0.30459 -0.48638 2.48328
H 0.35374 1.86714 2.55335
H 2.07417 1.36017 2.06806
H -0.51559 0.81181 4.77375
H 0.77154 0.57165 5.88536
H 0.46691 -0.65674 4.60332
H 1.22125 0.18725 0.05800
H -0.18572 0.89296 0.37423
C 0.81839 0.43658 -3.92253
C 1.46963 -0.26511 -2.75495
C 2.57046 -1.25052 -3.22380
O 2.09136 -2.37389 -3.92315
C 1.31877 -3.27041 -3.14618
N 2.11524 0.74246 -1.84135
H -0.17480 0.87231 -3.77811
H 0.65770 -0.19775 -4.80247
H 1.41288 1.25661 -4.34029
H 0.76749 -0.80519 -2.12094
H 3.11589 -1.59633 -2.33474
H 3.26929 -0.73147 -3.88101
H 0.56742 -3.76184 -3.76504
H 0.70182 -2.73625 -2.42007
H 1.96244 -4.01009 -2.66935
H 1.91779 1.62400 -2.31016
H 3.12558 0.69843 -1.98719
C -5.25113 3.01422 0.51311
C -3.86674 3.57664 0.74360
C -3.04295 2.82788 1.81584
O -3.68158 2.90734 3.08276
C -3.33565 4.11430 3.74394
N -3.14533 3.58883 -0.56799
H -5.74990 3.60228 -0.25644
H -5.84733 3.24421 1.40272
H -5.26809 1.94063 0.32326
H -4.03676 4.62826 0.99322
H -2.00606 3.17174 1.86038
H -3.12764 1.77458 1.53213
H -2.36801 3.96002 4.23964
H -4.04421 4.43643 4.50245
H -3.16002 4.94292 3.05306
H -3.02926 2.60146 -0.82760
H -2.20648 3.90396 -0.32697
*
```

---

Sequential DFT total energy output: -38710.023, -44690.705, -53985.765, -32026.414 eV